Computed, not measured: 6 unconnected molecules or ions with the total composition C22H44BN6O9P, with the ωB97M-V functional and the def2-TZVPD basis.

The SMILES is N=[PH2]C1=C(CB(O)O)C(=O)C=CC1=O.CN(C)C=O.CN(C)C=O.CN(C)C=O.CN(C)C=O.CN(C)C=O. The strongest force on any atom is 0.1693 Eh/bohr. As for the frontier orbital gap: 6.7 eV. The energy comes out at -2236.3576 Eh. The charge is 0.

XYZ file:
```
83
Properties=species:S:1:pos:R:3:lowdin_charge:R:1
P -3.63008 -1.20867 -0.74991 0.7767
O 6.11117 2.82638 4.04955 -0.0167
O -5.58376 -3.42009 -4.61922 -0.0034
O -3.18870 -4.52191 -3.48128 0.0110
O 2.54513 1.61197 2.67025 -0.0300
O -0.76954 -1.43321 0.38302 -0.0727
O -7.04619 -0.52610 -0.80768 -0.0705
O -1.19057 -4.39698 -1.85863 0.0195
O -6.55980 -5.97043 -0.63406 -0.0473
O 6.77044 4.84000 -0.64692 -0.0074
N 4.61005 3.70188 5.57839 -0.1971
N 2.98841 1.89086 0.41572 -0.1867
N -2.86824 -0.83910 -2.16725 -0.3337
N -6.45807 -3.89403 -6.70924 -0.2034
N 8.06680 5.01461 1.26257 -0.2027
N -0.00705 -0.64086 2.41968 -0.1895
C 0.01991 -1.46919 1.31825 -0.3220
C 4.36215 4.12945 6.93918 -0.0659
C 3.53929 3.80005 4.60824 -0.0457
C -7.83028 -3.75904 -6.26633 -0.0489
C 3.57402 2.71425 -0.62116 -0.0503
C 9.34419 5.37126 1.84318 -0.0660
C 7.82341 5.12301 -0.08984 -0.3288
C -7.56878 -4.10578 -2.24549 0.0062
C -6.66158 -1.70908 -1.34955 -0.1988
C -5.04113 -3.85303 -0.99305 -0.0789
C 5.83261 3.20521 5.18008 -0.3061
C 2.35173 0.64458 0.04318 -0.0345
C -7.67462 -2.61433 -2.32113 0.0066
C -5.16045 -2.36431 -1.04101 -0.1815
C 7.01455 4.52948 2.13134 -0.0659
C -6.41824 -4.76044 -1.23099 -0.1518
C -6.19983 -4.22663 -8.09441 -0.0647
C -5.43840 -3.70251 -5.80172 -0.3036
C -1.03981 0.36980 2.51628 -0.0416
C 3.01902 2.25760 1.74409 -0.2827
C 0.96679 -0.74967 3.48543 -0.0648
C -3.63101 -4.67448 -0.74289 -0.0521
B -2.65401 -4.54360 -2.07565 -0.4395
H -4.09331 -0.02845 -0.06679 0.0056
H 8.69060 5.50139 -0.65570 0.1273
H -3.40230 -1.29278 -2.96608 -0.0394
H -2.63080 -1.96908 0.01093 -0.0022
H -5.12623 -4.29642 -8.28902 0.0861
H -3.09011 -4.40684 0.26156 0.1205
H 7.35471 4.49895 3.17001 0.0742
H 0.44356 -0.96418 4.42152 0.0883
H 1.68386 -1.54988 3.28334 0.0913
H 3.54510 3.53231 7.35380 0.0898
H 6.57292 3.17440 5.99639 0.1329
H 2.85392 -0.18001 0.55810 0.0971
H -7.98031 -2.74880 -5.87366 0.0895
H -3.90921 -5.83237 -0.66824 0.1339
H 9.18892 6.16786 2.57642 0.0878
H 1.30435 0.67117 0.35874 0.0770
H 3.52644 3.22139 1.91439 0.1232
H -8.52246 -3.93890 -7.09339 0.0890
H 4.01782 3.62060 -0.20051 0.0819
H 2.63655 4.20956 5.06959 0.0964
H 9.76510 4.49165 2.33834 0.0902
H 6.72175 3.52531 1.81010 0.0899
H 3.86024 4.44887 3.78767 0.0849
H -4.43677 -3.82915 -6.24453 0.1337
H -2.01893 -0.11838 2.49913 0.0874
H -2.94267 -3.58458 -3.79161 0.1111
H 10.04151 5.71987 1.07663 0.0827
H 6.14847 5.19285 2.04685 0.0933
H 5.25235 4.00061 7.56072 0.0839
H 2.79274 2.99411 -1.33343 0.0923
H -0.96493 1.03941 1.65413 0.0915
H 3.32870 2.80376 4.20781 0.0646
H -6.66900 -5.18853 -8.32018 0.0893
H 4.07932 5.18600 6.93156 0.0889
H 1.50308 0.19965 3.57224 0.0530
H 4.35038 2.13853 -1.13317 0.0952
H -0.93174 0.94532 3.43964 0.0937
H -8.28590 -4.77352 -2.92400 0.1239
H -6.63037 -3.44834 -8.73078 0.0889
H -1.10541 -3.46785 -1.44190 0.1025
H 2.40649 0.49106 -1.03798 0.0985
H 0.84525 -2.19949 1.34727 0.1387
H -8.47451 -2.12395 -3.05191 0.1270
H -8.01870 -4.47998 -5.46506 0.0799
```

Computed, not measured: 11 unconnected molecules or ions with the total composition C22H44Br22, with the ωB97M-V functional and the def2-TZVPD basis.

The calculation puts the energy above the lowest of the compared OMol25 structures with the same formula, charge and spin at 205.8 kJ/mol. The SMILES is BrCCBr.BrCCBr.BrCCBr.BrCCBr.BrCCBr.BrCCBr.BrCCBr.BrCCBr.BrCCBr.BrCCBr.BrCCBr. The strongest force on any atom is 0.0370 Eh/bohr. As for the frontier orbital gap: 10.1 eV. The energy comes out at -57492.9581 Eh. The charge is 0.

XYZ file:
```
88
Properties=species:S:1:pos:R:3:lowdin_charge:R:1
Br -0.67129 -0.14494 2.55374 0.6956
Br 1.56547 8.03504 -1.31554 0.5869
Br -0.28615 1.40923 -4.74490 0.5427
Br -2.75438 3.52808 3.28319 0.5509
Br -3.06234 4.37447 -2.24946 0.6061
Br -2.66194 -5.14651 3.62955 0.5961
Br -5.73718 1.63128 -3.39139 0.5644
Br 1.43483 -3.04015 2.99337 0.6073
Br 2.65643 0.49570 4.43617 0.5833
Br -3.06334 -3.45559 0.06478 0.6125
Br 1.08714 4.81189 3.24633 0.5941
Br 5.71858 -2.12865 -1.11875 0.6811
Br 0.45799 3.69921 -0.20928 0.6705
Br 3.36576 0.82411 0.68927 0.6510
Br 5.44220 3.77684 1.45320 0.5729
Br 2.47356 -0.90176 -5.82412 0.5936
Br -4.51061 0.16542 0.88471 0.6159
Br -0.51096 -4.37297 -5.73411 0.5736
Br -1.44078 -6.72120 -2.96579 0.5856
Br 1.78380 -4.49935 -1.63310 0.5832
Br -2.84081 0.72770 6.93155 0.6067
Br 0.57128 -0.76771 -1.88960 0.6207
C -2.05426 1.78796 5.44540 -0.6864
C 1.60708 2.88329 3.04641 -0.6511
C 5.52732 1.95652 2.32064 -0.6226
C 0.41974 -2.64078 -5.37709 -0.7068
C -2.17117 -5.96643 -1.30165 -0.6455
C -4.79057 0.18816 -1.06710 -0.6597
C 3.87319 -2.62736 -0.92897 -0.7517
C -5.67527 1.41106 -1.38533 -0.6276
C -3.15584 1.88983 4.38801 -0.6552
C 1.85595 -2.79341 -5.81682 -0.6447
C -1.19903 -3.82973 3.70268 -0.7035
C -1.66788 1.99487 -3.33348 -0.5980
C -2.05099 -4.40032 -1.33168 -0.6746
C -0.04412 -4.34450 2.87770 -0.6660
C 1.66407 2.24141 4.44722 -0.6121
C 3.51808 -3.52635 -2.09615 -0.5996
C -1.94776 3.43902 -3.59173 -0.6996
C 0.31298 -1.00614 0.07750 -0.6573
C -0.47386 0.19117 0.62613 -0.6324
C 0.29952 5.65501 -0.34944 -0.6526
C 1.03191 6.14386 -1.62948 -0.6367
C 5.31136 0.94990 1.20862 -0.6355
H 3.57835 -2.91711 -2.99797 0.0552
H -1.00862 -3.71476 4.76974 0.0543
H 0.63652 6.00852 0.62501 -0.0083
H -1.46952 0.33724 0.20730 0.0272
H 6.02704 1.00226 0.38815 0.0572
H 5.54122 -0.03164 1.62316 0.0487
H -5.16515 2.29867 -1.01113 0.0147
H 1.95969 5.59397 -1.78746 0.0418
H -3.17690 1.04632 3.69797 -0.0044
H -4.14864 2.07064 4.80002 0.0387
H 2.59560 2.81923 2.59163 -0.0199
H 3.64441 -3.09103 0.03060 0.0485
H -3.19133 -6.26242 -1.05716 0.0534
H 0.31937 -5.27778 3.30775 0.0536
H -6.68870 1.37878 -0.98532 0.0588
H -0.49416 -4.53910 1.90420 0.0344
H 0.35724 -2.33328 -4.33323 -0.0038
H -0.75632 5.90550 -0.45217 0.0388
H -2.33964 3.62112 -4.59241 0.0613
H -0.07614 -1.91747 -6.02441 0.0314
H -1.52632 -2.87497 3.29108 0.0024
H -5.22503 -0.75907 -1.38662 0.0565
H -2.27317 -3.96355 -2.30531 0.0471
H 2.37998 -3.36390 -5.04999 0.0429
H -1.57474 -6.32042 -0.46077 0.0484
H -1.61033 2.73917 5.73902 0.0511
H -1.00674 3.98263 -3.50762 0.0230
H -1.27611 1.16361 5.00631 -0.0170
H 6.43869 1.80066 2.89790 0.0727
H -0.05176 1.18905 0.50706 -0.0356
H -1.24026 1.87729 -2.33778 0.0135
H 0.35872 6.11246 -2.48619 0.0491
H 2.08505 2.82225 5.26790 0.0519
H 0.67061 2.04048 4.84818 0.0137
H 4.21772 -4.35850 -2.01780 0.0386
H -0.28499 -1.90793 0.20902 0.0186
H -2.62189 1.47919 -3.44324 0.0249
H 3.39902 -1.64597 -0.93967 -0.0275
H 1.81843 -3.31315 -6.77420 0.0527
H 0.82600 2.54378 2.36614 -0.0319
H -3.81912 0.30581 -1.54725 0.0321
H 1.28825 -1.03926 0.56314 -0.0285
H 4.68754 1.72795 2.97685 -0.0264
H -1.01164 -4.13244 -1.14166 -0.0294
```

Computed, not measured: 4 unconnected molecules or ions with the total composition C22H44BrNO13P3S3, with the ωB97M-V functional and the def2-TZVPD basis.

The strongest force on any atom is 0.1850 Eh/bohr. As for the frontier orbital gap: 6.6 eV. The energy comes out at -6689.7050 Eh. The charge is +1.

XYZ file:
```
87
Properties=species:S:1:pos:R:3:lowdin_charge:R:1
Br 2.58969 0.03194 -0.30937 0.7876
S -0.84179 1.83874 5.56453 0.6931
S -6.57091 1.24508 2.03147 0.6802
S -0.85691 0.11830 0.30337 0.6243
P 4.08460 1.07874 -2.87062 0.8421
P 3.66889 1.78508 -4.88925 0.5057
P 0.62213 -1.31754 -5.63501 0.9087
O 5.62336 -3.84567 -1.63775 0.0031
O 5.01316 2.71418 -5.51076 -0.2284
O 2.30479 2.91701 -4.78836 -0.2496
O 6.97722 -3.81433 -3.67796 0.0033
O -6.34915 2.44920 1.25877 -0.3116
O -1.02737 -1.76814 -6.10090 -0.3782
O -0.10221 1.09330 4.56564 -0.3356
O 3.34223 0.60188 -5.88503 -0.4487
O -5.88368 0.00180 1.74441 -0.3433
O 6.91763 -2.38970 -5.72060 -0.0011
O -0.16967 -1.12499 0.01631 -0.4230
O -2.13574 2.42781 5.29098 -0.3177
O -0.63514 1.32242 -0.46932 -0.3451
N 3.60047 -1.60314 -2.39933 -0.0390
C 5.65361 -3.82931 -2.99917 -0.2016
C -6.35618 1.63414 3.75719 -0.2332
C -0.96581 0.86148 7.05491 -0.2188
C 3.34628 -2.42653 -3.63380 -0.2294
C 4.21976 -3.79855 -3.78119 -0.0242
C -2.61505 -0.18761 0.38705 -0.2079
C 0.85520 -1.57692 -3.74039 -0.4088
C -8.32906 0.93918 2.11514 -0.2224
C -0.64217 0.50736 2.02910 -0.2571
C -0.03212 3.03552 7.74190 -0.2209
C 1.38706 -0.23044 -2.99087 -0.2096
C 0.22013 3.09882 6.24286 -0.2274
C 1.75285 -2.92499 -3.51563 -0.1404
C -0.07884 1.54888 8.09166 -0.2163
C -2.02199 0.95526 2.48760 -0.2236
C -7.73600 2.08205 4.21570 -0.2225
C 7.68760 -1.13024 -3.60750 -0.0138
C 2.85689 -0.29648 -2.30611 -0.8671
C -8.72154 1.10087 3.58276 -0.2181
C -3.00753 -0.02591 1.85466 -0.2082
C 1.73426 -2.48715 -6.66025 -0.3127
C 7.15355 -2.50968 -4.38658 -0.2298
H 1.54522 -3.30059 -2.40194 0.1485
H 0.74652 3.56046 8.30297 0.1218
H 4.46660 -3.91885 -4.94297 0.1527
H -0.62907 -0.15789 6.84992 0.1087
H -8.53997 -0.06955 1.75112 0.1076
H -8.65016 0.13239 4.09256 0.1204
H 7.09741 -1.05811 -2.59539 0.0688
H -8.83177 1.67619 1.48288 0.1107
H -7.94095 3.09681 3.85420 0.1242
H -3.11776 0.54941 -0.24522 0.1145
H 5.43988 0.51677 -2.95560 -0.0670
H -9.75539 1.44693 3.67915 0.1195
H 3.31492 -2.19468 -1.56462 0.1554
H 4.62454 -1.36861 -2.22725 0.1300
H -6.04852 0.71843 4.27087 0.1133
H 0.12085 1.27877 2.14618 0.1025
H 3.52029 -4.72753 -3.52635 0.1577
H -2.82596 -1.19633 0.02302 0.1087
H 1.58884 -3.63929 -6.40170 0.0573
H -0.99582 -1.76303 -7.11100 0.0598
H 0.93429 1.13132 8.04536 0.1213
H 3.40387 -1.70439 -4.55841 0.1391
H 0.59739 0.01253 -2.12859 0.0829
H 1.41281 -2.37057 -7.79550 0.0695
H -2.01352 0.85199 7.36777 0.1103
H 5.72601 2.03319 -5.72100 0.0843
H 2.88106 -2.18728 -6.61918 0.0553
H 7.58590 -0.16624 -4.27714 0.0997
H -4.04138 0.32015 1.95105 0.0614
H 1.72384 2.79575 -5.61772 0.1129
H -0.33451 -0.40835 2.54277 0.1109
H 1.25406 0.66572 -3.76852 0.1034
H 8.83391 -1.22494 -3.32734 0.1174
H -0.99533 3.50197 7.98080 0.1240
H -5.59316 2.40555 3.87427 0.1125
H -7.81424 2.08923 5.30678 0.1200
H -0.45586 1.38339 9.10574 0.1205
H -2.22694 1.97003 2.12610 0.1357
H -0.02482 4.06868 5.80656 0.1140
H -2.10023 0.96245 3.57868 0.0680
H 1.50217 -3.82357 -4.22167 0.1206
H -0.23487 -1.82443 -3.32196 0.1459
H -2.93616 -0.99439 2.36446 0.1296
H 1.25352 2.82883 6.00567 0.1125
```

Computed, not measured: 7 unconnected molecules or ions with the total composition C22H44Cl4O12, with the ωB97M-V functional and the def2-TZVPD basis.

The calculation puts the energy above the lowest of the compared OMol25 structures with the same formula, charge and spin at 337.0 kJ/mol. The SMILES is CCOC(=O)OC.CCOC(=O)OC.CCOC(C)=O.CCOC(C)=O.CCOC(C)=O.ClCCl.ClCCl. The strongest force on any atom is 0.0968 Eh/bohr. As for the frontier orbital gap: 10.6 eV. The energy comes out at -3608.2393 Eh. The charge is 0.

XYZ file:
```
82
Properties=species:S:1:pos:R:3:lowdin_charge:R:1
Cl -3.90435 -3.07647 0.56157 0.5431
Cl 5.80695 1.30921 -3.06864 0.5207
Cl 6.72567 3.62690 -4.48335 0.5785
Cl -4.04510 -5.99116 0.28757 0.5191
O -0.98026 -3.79772 4.66581 -0.0253
O 1.61778 -2.46212 0.81748 0.0525
O 4.88281 3.66629 -0.56209 0.0533
O -2.26413 1.32976 -0.01023 0.0679
O 1.04994 -0.64976 -0.29932 0.0072
O -3.05548 -0.74752 -3.25045 -0.0621
O -1.09293 3.02825 -1.31360 -0.0032
O 4.36042 2.25542 1.16394 -0.0150
O -2.10404 -2.04784 4.18235 0.0439
O -4.65026 -2.46650 -3.47266 0.1035
O -1.32863 3.23515 0.90539 -0.0113
O -1.31916 -2.31082 6.27767 0.1612
C -1.08887 2.32151 -2.52777 -0.2587
C 5.51691 1.49702 0.88076 -0.2315
C -2.45825 2.33284 -3.16809 -0.0666
C 4.18884 3.34835 0.39247 -0.4839
C -3.45698 -0.26757 3.16085 -0.0483
C -1.64401 2.98128 2.24809 -0.0542
C -1.47245 -2.63957 5.15318 -0.6240
C -4.43472 -0.95165 -5.17526 0.0121
C -0.02954 -4.60918 5.32899 -0.0399
C -2.59402 -0.77237 4.31652 -0.2382
C -1.11932 -2.10133 -2.82230 -0.0283
C -1.70773 2.46026 -0.13190 -0.3844
C 5.73400 3.12055 -3.22903 -1.0759
C 5.61335 0.41308 1.97570 -0.0497
C 2.44327 0.80526 -1.75636 -0.0308
C 2.34720 -0.29385 -0.66770 -0.1848
C -3.14314 -4.53538 -0.14890 -0.9895
C -4.07484 -1.48499 -3.86792 -0.5232
C -0.68358 -1.61368 0.93798 0.0330
C -2.32382 -1.37582 -2.15957 -0.2015
C 0.80470 -1.55229 0.54674 -0.5446
C 2.88737 4.12592 0.59155 0.0221
H -0.98709 -2.55335 0.47646 0.0583
H 3.49007 1.05512 -1.92925 0.0070
H -4.17846 -1.71907 -5.90566 0.0999
H 6.20771 3.72072 -2.45217 0.0067
H -1.11506 2.06009 2.49248 0.0923
H -2.11479 -4.66698 0.18765 0.0306
H -3.24724 -4.40950 -1.22659 0.0172
H -3.67443 0.77023 3.41337 0.0700
H -1.47416 -3.01266 -3.30362 0.0788
H -2.92244 -0.32016 2.21238 0.0461
H -1.22919 3.72497 2.92849 0.0984
H 1.93802 0.55059 -2.68800 0.0726
H -0.89817 1.25916 -2.37565 0.1042
H 2.90178 -1.23164 -0.63464 0.1269
H 1.89837 1.70284 -1.46389 0.0681
H -5.52072 -0.93676 -5.08315 0.1029
H 6.41350 2.09501 1.04399 0.1281
H -1.34494 -0.93106 0.40438 0.0445
H 0.09532 -5.49059 4.70000 0.0948
H 0.93471 -4.10687 5.25149 0.0955
H 4.74264 3.54201 -3.39541 0.0406
H 2.53224 4.54239 -0.35107 0.0825
H -0.61475 -1.53421 -3.60454 0.0761
H 5.96752 0.92813 2.86867 0.0753
H 3.01127 5.05385 1.14986 0.0857
H -2.91162 3.32022 -3.25543 0.0873
H -2.40321 1.68258 -4.04116 0.0746
H -3.09476 1.77556 -2.48077 0.0644
H 5.39821 1.14245 -0.14310 0.0897
H -0.32942 2.65257 -3.23611 0.1267
H -0.33318 -4.77347 6.36287 0.0972
H -0.77883 -1.66305 2.02269 0.0827
H 6.51016 -0.15186 1.72138 0.0773
H -2.67369 2.83117 2.57265 0.0907
H -3.88707 -0.04924 -5.44695 0.0844
H -4.40665 -0.77752 2.99908 0.0758
H 4.72378 -0.19681 2.13315 0.0770
H -1.74052 -0.11070 4.46426 0.1262
H -3.10628 -0.69492 5.27552 0.1287
H -0.39647 -2.28861 -2.02825 0.0617
H 2.71172 0.17751 0.24501 0.1117
H -2.19258 -0.53949 -1.47296 0.0809
H -2.92180 -2.08788 -1.59081 0.0427
H 2.01666 3.54948 0.90409 0.0743
```

- What is the charge in the third record?
  +1